13
Properties=species:S:1:pos:R:3:forces:R:3:nbo_charge:R:1 method="wB97M-V/def2-TZVPD" charge=0 orbital_gap_ha=0.3951 de_lowest_kj_mol=567.57 smiles="O=[N+]([O-])[C@H](O)[C@H]1CO1" e_tot_ha=-472.8533 e_lumo_ev=0.3
O -1.68339 -0.44606 -0.08392 -0.5 -0.5 -0.2 -0.6751
O 0.98547 0.10426 -0.72971 0.0 -0.2 -1.4 -0.4633
O -2.22283 2.23211 1.80932 -0.2 0.6 1.0 -0.3501
O -1.04769 0.48407 2.31886 0.6 -1.4 3.1 -0.3855
N -1.57949 1.24618 1.59982 -0.4 0.7 -4.6 0.5438
C 1.25717 0.45542 0.61217 -1.2 1.0 -1.9 -0.1174
C 0.25474 1.16583 -0.23001 -1.7 -1.4 2.6 0.0199
C -1.32622 0.84197 0.11421 2.5 1.6 -1.5 0.1601
H -1.46648 -0.99708 0.67551 0.3 0.0 0.1 0.4928
H 0.84665 -0.25633 1.25108 0.1 -0.8 1.5 0.1960
H 2.17945 0.94123 0.69467 1.3 0.3 0.8 0.1921
H -1.78205 1.50362 -0.63638 -0.9 -0.3 0.9 0.1978
H 0.42796 2.16768 -0.56024 0.2 0.4 -0.5 0.1888